{"formula": "C3H4INO", "method": "ωB97M-V/def2-TZVPD", "mol_weight_g_mol": 196.97, "homo_lumo_gap_ev": 9.918, "smiles": "c1cocn1.I", "e_above_lowest_kcal_mol": 15.8, "lumo_energy_ev": 0.8, "fmax_ev_per_a": 3.712, "e_tot_ev": -14812.7290, "total_charge": 0, "symbols": ["C", "C", "O", "C", "N", "H", "H", "H", "I", "H"], "positions_angstrom": [[0.467, 0.890, -0.197], [1.682, 0.298, -0.148], [1.530, -0.937, 0.231], [0.178, -1.169, 0.304], [-0.463, -0.068, 0.036], [0.019, 1.892, -0.298], [2.641, 0.822, -0.174], [-0.197, -2.152, 0.579], [-3.718, 0.023, 0.084], [-2.137, 0.401, -0.417]]}